{
  "formula": "C5H8O",
  "method": "ωB97M-V/def2-TZVPD",
  "species": ["C", "C", "C", "C", "O", "C", "H", "H", "H", "H", "H", "H", "H", "H"],
  "xyz": [[1.65, 0.72, -0.34], [0.74, 0.72, 0.60], [-0.72, 0.87, 0.41], [-1.31, -0.29, -0.41], [-0.84, -1.50, 0.15], [0.29, -1.92, -0.36], [1.33, 1.09, -1.29], [2.69, 0.48, -0.17], [1.14, 0.37, 1.54], [-0.97, 1.81, -0.11], [-1.20, 0.90, 1.39], [-1.00, -0.24, -1.46], [-2.40, -0.32, -0.35], [0.59, -2.68, 0.40]],
  "homo_energy_ev": -8.25,
  "e_above_lowest_ev": 4.260,
  "fmax_ev_per_a": 1.01,
  "total_charge": 0,
  "e_tot_ha": -270.4013
}

---

{
  "formula": "C38H41AsNO4PS6Ti",
  "method": "ωB97M-V/def2-TZVPD",
  "species": ["Ti", "O", "C", "O", "C", "C", "C", "C", "C", "N", "C", "O", "O", "H", "H", "H", "S", "C", "C", "C", "C", "C", "C", "As", "C", "C", "C", "C", "C", "C", "C", "C", "C", "C", "C", "C", "H", "H", "H", "H", "H", "H", "H", "H", "H", "H", "H", "H", "H", "H", "C", "C", "C", "P", "C", "C", "C", "C", "C", "C", "H", "H", "H", "H", "H", "H", "H", "H", "H", "H", "H", "H", "H", "H", "H", "H", "H", "H", "H", "H", "H", "C", "S", "C", "C", "S", "S", "C", "S", "S", "H", "H", "H"],
  "xyz": [[0.84, 0.16, 0.00], [4.28, -0.21, -2.07], [3.41, 0.05, -1.26], [2.12, -0.03, -1.48], [3.67, 0.61, 0.11], [4.86, 0.84, 0.75], [4.86, 1.45, 2.01], [3.65, 1.86, 2.56], [2.47, 1.60, 1.87], [2.49, 0.90, 0.71], [1.08, 1.99, 2.21], [0.76, 2.66, 3.20], [0.24, 1.55, 1.31], [5.78, 0.55, 0.26], [5.78, 1.62, 2.54], [3.59, 2.39, 3.50], [-1.00, -1.09, -1.14], [-2.29, -0.04, -1.69], [-3.58, -0.58, -1.86], [-4.64, 0.20, -2.28], [-4.46, 1.55, -2.54], [-3.20, 2.10, -2.39], [-2.13, 1.32, -1.97], [-0.32, 1.99, -1.76], [0.40, 1.54, -3.52], [-0.31, 0.81, -4.46], [0.29, 0.43, -5.65], [1.61, 0.76, -5.90], [2.33, 1.48, -4.96], [1.73, 1.86, -3.77], [-0.65, 3.91, -2.00], [-1.08, 4.61, -0.87], [-1.34, 5.97, -0.93], [-1.18, 6.65, -2.13], [-0.75, 5.96, -3.26], [-0.49, 4.60, -3.20], [-3.72, -1.64, -1.65], [-5.62, -0.25, -2.38], [-5.29, 2.17, -2.86], [-3.05, 3.15, -2.61], [-1.34, 0.53, -4.26], [-0.27, -0.15, -6.38], [2.09, 0.44, -6.82], [3.38, 1.71, -5.13], [2.32, 2.37, -3.02], [-1.19, 4.08, 0.08], [-1.67, 6.50, -0.05], [-1.38, 7.71, -2.19], [-0.61, 6.49, -4.20], [-0.16, 4.07, -4.08], [-0.40, -2.11, 5.19], [0.20, -1.20, 4.11], [1.67, -1.55, 3.90], [-0.71, -1.05, 2.48], [-1.68, -2.60, 2.15], [-0.73, -3.79, 1.95], [-2.86, -2.98, 3.03], [-1.97, 0.24, 2.91], [-2.95, 0.43, 1.76], [-2.70, 0.16, 4.26], [0.19, -2.02, 6.10], [-0.36, -3.15, 4.87], [-1.43, -1.87, 5.43], [0.16, -0.16, 4.48], [1.79, -2.56, 3.52], [2.21, -1.47, 4.85], [2.14, -0.88, 3.18], [-2.07, -2.36, 1.15], [-0.32, -4.13, 2.90], [0.10, -3.53, 1.30], [-1.27, -4.62, 1.51], [-2.58, -3.12, 4.07], [-3.27, -3.93, 2.67], [-3.66, -2.24, 2.98], [-1.35, 1.15, 2.95], [-3.60, -0.44, 1.62], [-2.42, 0.61, 0.82], [-3.60, 1.29, 1.95], [-3.29, -0.76, 4.37], [-3.38, 1.00, 4.34], [-2.00, 0.22, 5.09], [1.08, -3.20, -3.08], [0.47, -4.28, -1.77], [1.96, -4.68, -0.94], [2.62, -3.89, -0.05], [2.32, -2.33, 0.61], [4.08, -4.65, 0.59], [4.01, -6.16, -0.24], [5.13, -7.38, -0.06], [2.66, -6.24, -1.29], [0.20, -2.86, -3.64], [1.75, -3.74, -3.74], [1.57, -2.33, -2.66]],
  "homo_energy_ev": [-0.64, -0.59],
  "e_above_lowest_ev": 0.451,
  "fmax_ev_per_a": 1.13,
  "total_charge": -2,
  "e_tot_ha": -7644.2952
}

---

{
  "formula": "C32H42F5N10O6P2RuSeTe",
  "method": "ωB97M-V/def2-TZVPD",
  "species": ["Ru", "N", "C", "N", "C", "N", "N", "C", "N", "C", "C", "C", "C", "C", "N", "H", "H", "H", "H", "H", "H", "H", "H", "C", "P", "C", "N", "C", "C", "C", "C", "C", "C", "N", "C", "P", "C", "C", "C", "C", "C", "C", "C", "C", "C", "H", "H", "H", "H", "H", "H", "H", "H", "H", "H", "H", "H", "H", "H", "H", "H", "H", "H", "H", "H", "H", "H", "H", "H", "H", "H", "H", "H", "F", "Te", "F", "F", "F", "F", "O", "N", "C", "O", "C", "C", "C", "N", "C", "C", "H", "H", "H", "H", "H", "H", "O", "Se", "O", "O", "O"],
  "xyz": [[-0.24, -0.48, 0.09], [-3.32, -0.99, 3.14], [-4.04, -0.89, 2.02], [-5.37, -0.93, 2.12], [-6.02, -0.76, 0.97], [-7.36, -0.73, 1.01], [-5.45, -0.62, -0.24], [-4.13, -0.61, -0.22], [-3.36, -0.71, 0.86], [-3.45, -0.58, -1.55], [-4.20, -0.30, -2.68], [-3.64, -0.48, -3.93], [-2.36, -0.99, -4.00], [-1.67, -1.20, -2.82], [-2.17, -0.97, -1.61], [-3.80, -1.31, 3.96], [-2.34, -1.22, 3.04], [-7.83, -0.88, 1.89], [-7.88, -0.66, 0.16], [-5.22, 0.03, -2.55], [-4.21, -0.26, -4.82], [-1.88, -1.20, -4.95], [-0.65, -1.58, -2.84], [0.18, 1.21, -3.35], [0.91, 0.76, -1.75], [1.20, 2.43, -1.00], [1.88, 3.29, -1.83], [2.57, 4.28, -1.25], [3.14, 5.29, -2.06], [3.87, 6.30, -1.48], [4.08, 6.32, -0.09], [3.56, 5.33, 0.71], [2.79, 4.31, 0.15], [2.31, 3.30, 0.96], [1.53, 2.43, 0.44], [0.92, 1.06, 1.54], [2.51, 0.53, 2.22], [0.03, 1.75, 3.05], [-1.49, 1.63, 2.82], [0.43, 3.21, 3.28], [0.40, 0.95, 4.31], [2.58, 0.11, -2.28], [2.32, -1.14, -3.14], [3.39, -0.26, -1.03], [3.40, 1.09, -3.12], [0.62, 2.18, -3.62], [-0.89, 1.32, -3.27], [0.44, 0.47, -4.10], [2.96, 5.25, -3.12], [4.29, 7.08, -2.09], [4.66, 7.12, 0.35], [3.71, 5.33, 1.79], [2.97, 1.44, 2.63], [3.15, 0.11, 1.46], [2.36, -0.22, 2.99], [-1.96, 2.59, 3.05], [-1.89, 0.87, 3.49], [-2.36, 0.54, 1.42], [0.08, 3.86, 2.48], [1.50, 3.34, 3.41], [-0.06, 3.52, 4.21], [0.31, -0.12, 4.19], [-0.28, 1.27, 5.10], [1.41, 1.18, 4.65], [1.55, -1.79, -2.74], [3.25, -1.72, -3.21], [2.04, -0.86, -4.15], [2.86, -0.95, -0.37], [3.66, 0.64, -0.47], [4.33, -0.74, -1.34], [2.84, 1.48, -3.97], [4.27, 0.56, -3.50], [3.75, 1.94, -2.54], [-0.66, -2.70, 4.22], [0.23, -2.79, 2.55], [1.55, -2.00, 3.68], [1.68, -2.06, 1.18], [-1.49, -3.75, 2.18], [1.37, -4.40, 2.78], [-0.52, -1.10, 2.04], [0.78, -7.14, 1.13], [0.25, -6.97, -0.10], [-0.08, -7.86, -0.85], [0.09, -5.51, -0.45], [-1.15, -4.90, -0.39], [-1.22, -3.52, -0.52], [-0.14, -2.76, -0.73], [1.04, -3.38, -0.89], [1.20, -4.74, -0.76], [0.94, -8.08, 1.46], [1.03, -6.35, 1.72], [-2.04, -5.46, -0.15], [-2.15, -3.00, -0.38], [1.90, -2.75, -1.05], [2.18, -5.18, -0.82], [-0.96, 4.17, -2.39], [-0.89, 3.31, -1.03], [-1.77, 1.92, -1.13], [-1.77, 1.30, 1.48], [-0.92, 4.15, 0.34]],
  "spin_multiplicity": 6,
  "homo_energy_ev": [-7.38, -9.26],
  "e_above_lowest_ev": 0.720,
  "s_squared": 8.828,
  "fmax_ev_per_a": 0.92,
  "total_charge": 0,
  "e_tot_ha": -6189.9419
}